Entry 1:
Formula: C24H43MoN2P3S
Source: the Open Molecules 2025 dataset
Level of theory: the ωB97M-V functional and the def2-TZVPD basis

Its HOMO-LUMO gap (alpha / beta) is 5.35 / 3.69 eV. The total energy comes out at -69080.92324 eV. Its expectation value of S² is 2.4624. The value obtained for the LUMO energy (alpha / beta) is -13.505 / -15.122 eV. The calculation puts the energy relative to the best compared isomer or geometry (same formula, charge and spin) at 17.3 kJ/mol. Its HOMO energy (alpha / beta) is -18.9 / -18.8 eV. As for the total charge: +4. As for the multiplicity: 3.

Each line ends with the Mulliken charge.
Element x y z (Å)
1 Mo 0.713 -0.453 -0.199  -0.2697
2 P 1.392 -2.311 1.131  1.3265
3 P 2.764 -0.048 -1.334  1.0352
4 P 0.039 -1.884 -2.089  1.2694
5 H -7.215 3.131 0.333  0.4945
6 C -7.529 2.116 0.051  -0.3550
7 C -7.657 1.179 0.990  -0.2251
8 H -7.449 1.428 2.037  0.3181
9 C 1.569 -1.916 2.902  -1.2315
10 C 2.975 -3.164 0.791  -1.3235
11 C 0.232 -3.722 1.253  -1.2112
12 C 2.483 1.375 -2.451  -1.2479
13 C 4.199 0.566 -0.381  -1.1838
14 C 3.633 -1.262 -2.401  -1.3590
15 C -1.736 -2.357 -2.185  -1.0887
16 C 0.861 -3.498 -2.274  -1.1716
17 C 0.245 -1.050 -3.709  -1.2045
18 H -7.742 1.949 -1.007  0.3512
19 H -8.010 0.170 0.775  0.3152
20 H 0.737 -1.286 3.237  0.3579
21 H 2.506 -1.379 3.079  0.3775
22 H 1.571 -2.850 3.486  0.5515
23 H 3.803 -2.447 0.749  0.3503
24 H 2.956 -3.720 -0.154  0.3648
25 H 3.181 -3.874 1.604  0.5318
26 H -0.719 -3.380 1.674  0.3945
27 H 0.667 -4.475 1.927  0.5150
28 H 0.031 -4.191 0.287  0.2351
29 H 3.423 1.601 -2.974  0.4569
30 H 2.184 2.240 -1.848  0.3965
31 H 1.695 1.163 -3.183  0.2891
32 H 5.022 0.743 -1.089  0.6234
33 H 4.506 -0.179 0.363  0.2903
34 H 3.948 1.499 0.135  0.3735
35 H 4.581 -0.797 -2.714  0.5399
36 H 3.062 -1.531 -3.294  0.3599
37 H 3.864 -2.172 -1.835  0.3883
38 H -1.921 -2.825 -3.161  0.5539
39 H -2.353 -1.458 -2.080  0.2821
40 H -1.970 -3.038 -1.358  0.3089
41 H 0.559 -3.937 -3.234  0.5052
42 H 0.574 -4.191 -1.477  0.3000
43 H 1.952 -3.402 -2.271  0.2487
44 H -0.304 -1.631 -4.468  0.5376
45 H 1.307 -0.985 -3.980  0.2799
46 H -0.177 -0.035 -3.644  0.2651
47 C -2.766 0.504 0.116  1.3967
48 C -2.760 1.162 -1.125  -0.7052
49 C -3.757 2.092 -1.420  -0.8973
50 C -4.724 2.384 -0.449  -0.8137
51 C -4.677 1.792 0.828  -0.9115
52 C -3.779 0.757 1.064  -0.8433
53 S -1.608 -0.701 0.651  -0.2344
54 H -0.762 -0.475 -1.136  -0.1432
55 H -1.985 0.939 -1.863  0.6512
56 H -3.779 2.583 -2.398  0.4606
57 H -5.550 3.038 -0.714  0.4607
58 H -5.410 2.071 1.601  1.1054
59 H -3.798 0.142 1.964  0.5281
60 N 0.166 3.403 1.609  -0.0409
61 C -0.022 2.410 0.724  -0.8564
62 N 0.823 1.407 0.960  0.3897
63 C 1.614 1.777 2.089  -0.0746
64 C 2.830 1.277 2.547  -0.1905
65 C 3.557 2.068 3.449  -1.2113
66 C 3.099 3.322 3.861  -0.6499
67 C 1.884 3.830 3.375  -0.8798
68 C 1.172 3.025 2.498  0.6842
69 H -0.327 4.293 1.638  0.3048
70 H -0.756 2.475 -0.069  0.7006
71 H 3.198 0.310 2.183  0.4692
72 H 4.501 1.681 3.822  0.4892
73 H 3.690 3.917 4.557  0.4421
74 H 1.477 4.807 3.632  0.4534

Atoms 1-2, force components in eV/Å:
-4.3 2.1 0.9
0.1 -2.8 1.1


Entry 2:
Formula: C24H43N2P3SeSn
Source: the Open Molecules 2025 dataset
Level of theory: the ωB97M-V functional and the def2-TZVPD basis

Its HOMO-LUMO gap (alpha / beta) is 5.07 / 3.31 eV. The total energy comes out at -127568.44627 eV. The value obtained for the LUMO energy (alpha / beta) is -13.588 / -15.344 eV. The calculation puts the energy relative to the best compared isomer or geometry (same formula, charge and spin) at 75.0 kJ/mol. Its HOMO energy (alpha / beta) is -18.7 / -18.7 eV. As for the total charge: +4.

Each line ends with the Mulliken charge.
Element x y z (Å)
1 Sn -0.058 -0.374 0.318  0.0826
2 P -1.221 -2.668 1.356  0.7476
3 P 1.810 -0.777 2.261  0.7135
4 P 1.805 -1.972 -1.082  0.6456
5 H -2.527 3.776 -5.848  0.5434
6 C -2.616 2.874 -6.470  -0.3552
7 C -3.556 1.951 -6.226  -0.1938
8 H -4.431 2.138 -5.602  0.3259
9 C -2.652 -2.335 2.442  -1.2280
10 C -0.344 -3.954 2.308  -1.3984
11 C -1.952 -3.588 -0.038  -1.1041
12 C 3.196 0.392 2.311  -1.2583
13 C 1.068 -0.537 3.901  -1.0289
14 C 2.702 -2.345 2.490  -1.3107
15 C 1.202 -1.950 -2.804  -1.1493
16 C 1.999 -3.745 -0.716  -1.2129
17 C 3.517 -1.382 -1.258  -1.0590
18 H -1.902 2.750 -7.298  0.3594
19 H -3.480 0.959 -6.675  0.3346
20 H -3.376 -1.690 1.927  0.3794
21 H -2.299 -1.846 3.362  0.3179
22 H -3.113 -3.304 2.684  0.5282
23 H 0.007 -3.542 3.266  0.4456
24 H 0.497 -4.366 1.734  0.3309
25 H -1.067 -4.758 2.515  0.5807
26 H -2.636 -2.928 -0.592  0.3364
27 H -2.518 -4.434 0.379  0.4963
28 H -1.173 -3.965 -0.718  0.2759
29 H 3.792 0.079 3.184  0.5449
30 H 2.838 1.418 2.462  0.3222
31 H 3.799 0.325 1.396  0.3185
32 H 1.897 -0.684 4.606  0.5382
33 H 0.277 -1.271 4.100  0.2897
34 H 0.678 0.482 4.001  0.2913
35 H 3.275 -2.186 3.415  0.5624
36 H 3.398 -2.538 1.666  0.4186
37 H 2.023 -3.190 2.634  0.2937
38 H 1.851 -2.595 -3.417  0.5132
39 H 1.220 -0.923 -3.190  0.2886
40 H 0.172 -2.327 -2.849  0.3172
41 H 2.610 -4.185 -1.516  0.5516
42 H 1.029 -4.258 -0.683  0.2735
43 H 2.508 -3.903 0.243  0.3312
44 H 4.026 -2.033 -1.985  0.5082
45 H 4.055 -1.417 -0.302  0.3006
46 H 3.517 -0.346 -1.623  0.2905
47 C 0.698 2.106 -2.321  0.5457
48 C -0.678 1.981 -2.600  -0.5915
49 C -1.122 2.246 -3.898  -0.0928
50 C -0.261 2.829 -4.828  0.4819
51 C 1.076 3.059 -4.505  -1.0791
52 C 1.569 2.693 -3.260  -0.6227
53 Se 1.580 1.544 -0.749  0.1884
54 H -0.912 -0.637 -1.236  0.0606
55 H -1.342 1.648 -1.806  0.5514
56 H -2.142 2.015 -4.210  0.0274
57 H -0.586 3.128 -5.823  0.1836
58 H 1.715 3.538 -5.244  0.4270
59 H 2.614 2.845 -3.001  0.4680
60 N -3.141 1.909 2.287  -0.0348
61 C -2.558 0.977 1.523  -0.7698
62 N -1.225 1.151 1.522  0.3132
63 C -0.946 2.278 2.315  0.2043
64 C 0.261 2.850 2.716  -0.2836
65 C 0.199 3.880 3.667  -0.6439
66 C -1.032 4.352 4.151  -0.6653
67 C -2.238 3.797 3.700  -0.8907
68 C -2.154 2.757 2.799  0.7327
69 H -4.135 1.961 2.492  0.2823
70 H -3.130 0.214 1.004  0.6974
71 H 1.185 2.482 2.259  0.0544
72 H 1.120 4.312 4.068  0.4598
73 H -1.034 5.157 4.887  0.4342
74 H -3.229 4.103 4.021  0.4628

Atoms 1-2, force components in eV/Å:
0.6 -1.2 0.2
-0.6 -0.2 0.0


Entry 3:
Formula: C24H43N3NiO6P2S
Source: the Open Molecules 2025 dataset
Level of theory: the ωB97M-V functional and the def2-TZVPD basis

Its HOMO-LUMO gap (alpha / beta) is 8.73 / 7.68 eV. The total energy comes out at -112790.97515 eV. Its expectation value of S² is 2.0052. The value obtained for the LUMO energy (alpha / beta) is -5.045 / -6.050 eV. The calculation puts the energy relative to the best compared isomer or geometry (same formula, charge and spin) at 126.9 kJ/mol. Its HOMO energy (alpha / beta) is -13.8 / -13.7 eV. As for the total charge: +2. As for the multiplicity: 3.

Each line ends with the Mulliken charge.
Element x y z (Å)
1 Ni -0.267 -0.689 -0.551  -0.1599
2 C -0.916 2.741 4.045  -1.0826
3 C -0.573 1.298 4.375  0.6691
4 C -1.336 0.809 5.593  -1.6373
5 O -0.938 0.458 3.246  -0.1466
6 P 0.156 -0.253 2.386  0.2755
7 O -0.474 -1.155 1.384  -0.6922
8 C 1.276 1.011 1.686  -0.5793
9 P 0.361 1.732 0.274  0.8283
10 O -0.976 1.143 0.051  -0.7570
11 O 0.167 3.266 0.458  -0.4781
12 C 1.060 4.403 0.403  0.8540
13 C 2.414 4.106 1.017  -1.3810
14 C 0.339 5.543 1.100  -1.5222
15 O 1.389 1.362 -0.922  -0.1518
16 C 1.120 1.516 -2.334  0.7305
17 C -0.211 0.888 -2.732  -1.2112
18 C 1.167 2.967 -2.788  -1.7984
19 O 1.127 -1.062 3.343  -0.2907
20 C 0.549 -2.148 4.128  0.7403
21 C 0.539 -3.437 3.324  -1.3853
22 C 1.365 -2.262 5.402  -1.6068
23 H -0.535 3.389 4.830  0.4346
24 H -1.994 2.861 3.989  0.3984
25 H -0.489 3.041 3.090  0.0472
26 H 0.507 1.198 4.550  0.3686
27 H -2.397 0.802 5.367  0.3691
28 H -1.155 1.477 6.431  0.4298
29 H -1.031 -0.193 5.877  0.3476
30 H 2.212 0.555 1.376  0.7958
31 H 1.497 1.773 2.427  0.5543
32 H 1.181 4.653 -0.655  0.2520
33 H 2.332 3.909 2.084  0.2786
34 H 3.058 4.972 0.889  0.4897
35 H 2.880 3.254 0.524  0.3511
36 H 0.233 5.343 2.162  0.3168
37 H -0.652 5.665 0.675  0.3905
38 H 0.898 6.464 0.966  0.4465
39 H 1.957 0.973 -2.794  0.4156
40 H -1.038 1.538 -2.449  0.4684
41 H -0.371 -0.103 -2.225  0.3242
42 H -0.236 0.726 -3.806  0.6785
43 H 0.333 3.533 -2.375  0.3502
44 H 1.096 3.004 -3.873  0.5197
45 H 2.110 3.423 -2.497  0.4126
46 H -0.485 -1.864 4.351  0.3137
47 H 1.551 -3.762 3.103  0.3141
48 H -0.010 -3.299 2.396  0.2439
49 H 0.050 -4.215 3.903  0.4757
50 H 2.380 -2.572 5.167  0.3846
51 H 0.915 -3.003 6.056  0.4174
52 H 1.404 -1.306 5.921  0.3917
53 C 4.054 -2.708 -1.389  -0.3794
54 C 3.585 -2.553 -0.094  -1.0441
55 C 2.296 -2.088 0.104  -0.2097
56 N 1.490 -1.762 -0.907  0.6665
57 C 1.922 -1.952 -2.157  -0.2167
58 C 3.194 -2.423 -2.439  -0.9248
59 H 5.061 -3.045 -1.584  0.4574
60 H 4.209 -2.791 0.754  0.5192
61 H 1.903 -1.983 1.107  0.6249
62 H 1.232 -1.738 -2.966  0.4436
63 H 3.499 -2.552 -3.464  0.4608
64 C -3.966 -4.575 -5.259  -1.4086
65 C -3.476 -3.341 -4.602  0.7782
66 C -3.652 -2.072 -5.106  -0.9150
67 C -3.120 -0.977 -4.396  0.9818
68 N -2.409 -1.155 -3.292  -0.0871
69 C -2.272 -2.369 -2.789  -0.0784
70 S -1.434 -2.647 -1.334  -0.4627
71 N -2.809 -3.453 -3.429  0.0535
72 C -3.350 0.408 -4.865  -1.2903
73 H -4.132 -4.405 -6.320  0.3849
74 H -4.915 -4.888 -4.817  0.3181
75 H -3.258 -5.393 -5.129  0.4107
76 H -4.191 -1.918 -6.025  0.4515
77 H -2.704 -4.365 -2.999  0.3187
78 H -3.158 0.495 -5.933  0.4047
79 H -2.739 1.111 -4.309  0.1902
80 H -4.400 0.664 -4.707  0.3539

Atoms 1-2, force components in eV/Å:
-0.7 -2.0 0.0
0.0 -0.3 0.0